No. 1
{
  "formula": "C29H43N3O13S",
  "method": "ωB97M-V/def2-TZVPD",
  "e_lumo_ev": -1.399,
  "energy_ha": -2671.11365,
  "smiles": "CCOc1ccc(-c2ccccn2)c2nsnc12.CCOC(=O)OC.CCOC(=O)OC.CCOC(=O)OC.CCOC(=O)OC",
  "homo_ev": -8.06,
  "spin_multiplicity": 1,
  "orbital_gap_ev": 6.67,
  "symbols": ["C", "C", "O", "C", "C", "C", "C", "C", "C", "C", "C", "C", "N", "C", "N", "S", "N", "C", "H", "H", "H", "H", "H", "H", "H", "H", "H", "H", "H", "C", "C", "O", "C", "O", "O", "C", "H", "H", "H", "H", "H", "H", "H", "H", "C", "C", "O", "C", "O", "O", "C", "H", "H", "H", "H", "H", "H", "H", "H", "C", "C", "O", "C", "O", "O", "C", "H", "H", "H", "H", "H", "H", "H", "H", "C", "C", "O", "C", "O", "O", "C", "H", "H", "H", "H", "H", "H", "H", "H"],
  "xyz": [[4.04123, -1.38229, 5.42625], [3.88308, 0.20735, 5.22159], [3.14934, 0.86479, 6.31751], [1.76292, 0.62382, 6.00187], [1.04710, -0.50265, 6.83371], [-0.45368, -0.94294, 6.61511], [-1.26263, -0.21743, 5.50055], [-2.79756, -0.62256, 5.20114], [-3.50277, -1.46869, 6.29891], [-5.01279, -1.83230, 6.03916], [-5.64564, -1.32437, 4.67851], [-4.70554, -0.51504, 3.74163], [-3.33913, -0.14794, 3.96416], [-0.55190, 0.94461, 4.68937], [-1.08992, 1.78880, 3.64502], [0.12492, 2.87119, 3.06390], [1.49312, 2.47538, 4.05027], [0.95754, 1.41561, 4.88973], [4.77547, -1.63553, 6.27686], [4.45384, -1.81426, 4.43098], [3.04480, -1.93191, 5.60511], [4.95880, 0.63061, 5.13686], [3.38705, 0.39017, 4.19312], [1.64876, -1.05301, 7.64562], [-0.85605, -1.77356, 7.28365], [-3.00107, -1.83518, 7.27028], [-5.66986, -2.41735, 6.76281], [-6.74856, -1.56829, 4.46958], [-5.17117, -0.16315, 2.74264], [3.81126, 2.69657, 1.41706], [4.98651, 3.46699, 0.84614], [5.17878, 3.14964, -0.53825], [4.36213, 3.78484, -1.39678], [3.50745, 4.58655, -1.10521], [4.64726, 3.35333, -2.63890], [3.79818, 3.89708, -3.64908], [3.92752, 1.62466, 1.23185], [3.72537, 2.86320, 2.49301], [2.87391, 3.00096, 0.94537], [5.90168, 3.17472, 1.36669], [4.86722, 4.54526, 0.98643], [3.76990, 4.98759, -3.59987], [2.79270, 3.48060, -3.55373], [4.20320, 3.60725, -4.61953], [1.54131, 4.47696, -10.74068], [1.88769, 5.29412, -9.51052], [2.17311, 4.43987, -8.39664], [3.40798, 3.90904, -8.37577], [4.27687, 4.09589, -9.19403], [3.50149, 3.11384, -7.29486], [4.74665, 2.42595, -7.18927], [0.73493, 3.77210, -10.51924], [1.22904, 5.12688, -11.56111], [2.39738, 3.88661, -11.07526], [1.02891, 5.90681, -9.22597], [2.72061, 5.97692, -9.70222], [5.58967, 3.11777, -7.25273], [4.81693, 1.66120, -7.96582], [4.77807, 1.93483, -6.21535], [1.87049, -3.35853, -5.38752], [1.08526, -2.29924, -4.63752], [1.83728, -1.80195, -3.52451], [2.77057, -0.88125, -3.82159], [3.01442, -0.44393, -4.92207], [3.40290, -0.54618, -2.68359], [4.47418, 0.37765, -2.87002], [2.20314, -4.14557, -4.70486], [1.26059, -3.80654, -6.17515], [2.76699, -2.93401, -5.84516], [0.17346, -2.74182, -4.22938], [0.77882, -1.48251, -5.29767], [4.14635, 1.25837, -3.42193], [5.30333, -0.11358, -3.38515], [4.81843, 0.69771, -1.88581], [-10.25298, -6.18276, 1.85303], [-8.75845, -5.98761, 2.02431], [-8.48466, -4.81892, 2.80664], [-8.60388, -4.97156, 4.13619], [-8.90690, -5.98906, 4.71172], [-8.34876, -3.78427, 4.71657], [-8.51205, -3.78695, 6.13324], [-10.71538, -5.27647, 1.45187], [-10.45904, -7.01529, 1.17678], [-10.73563, -6.38927, 2.81103], [-8.29711, -5.82779, 1.04689], [-8.28480, -6.87067, 2.46303], [-7.93909, -4.59252, 6.59780], [-9.57125, -3.87242, 6.38582], [-8.13969, -2.83493, 6.51540]],
  "atomic_forces_ev_per_a": [[0.034, -0.100, -0.432], [1.326, -1.129, -1.018], [-2.256, -1.060, -2.365], [-2.521, -2.073, 1.779], [-0.596, 2.305, -2.571], [1.184, 3.678, -3.192], [1.399, -0.748, 1.600], [-0.160, -0.442, 0.874], [-3.078, 0.587, -2.921], [2.250, 2.480, -3.272], [4.036, 0.388, 1.976], [-0.519, -1.050, 1.776], [-2.818, -2.895, 3.359], [1.393, 2.064, -1.438], [2.891, -0.982, 1.989], [-0.141, -2.969, 3.066], [-4.451, -3.420, 1.515], [0.498, -0.762, 0.663], [-1.186, 0.463, -1.314], [-0.519, 0.742, 1.689], [1.478, 1.070, -0.189], [-1.921, -0.358, 0.505], [0.569, -0.094, 1.786], [-0.924, 1.134, -1.530], [0.506, 1.377, -1.308], [-0.849, 0.893, -1.942], [1.265, 0.882, -1.007], [2.047, 0.539, 0.056], [1.060, -0.558, 1.841], [-0.171, -0.040, -0.132], [-0.209, 0.001, 0.685], [-0.043, 0.291, -0.546], [-0.096, -0.100, 0.178], [0.451, -0.343, -0.188], [0.117, 0.416, 0.554], [-0.245, 0.175, -0.456], [0.101, 0.073, 0.096], [0.012, -0.016, -0.077], [0.089, 0.086, 0.066], [0.024, -0.050, -0.351], [-0.083, -0.130, -0.226], [-0.084, -0.164, 0.131], [0.043, 0.176, 0.034], [0.097, -0.098, 0.252], [0.122, -0.283, -0.050], [-0.194, 0.274, -0.570], [0.497, -0.097, 0.295], [-0.162, -0.086, -0.135], [-0.364, -0.051, 0.430], [-0.095, 0.445, -0.294], [0.431, -0.295, 0.153], [-0.024, 0.183, 0.005], [0.007, -0.017, 0.085], [-0.003, 0.155, 0.021], [0.106, -0.214, 0.261], [0.035, -0.248, 0.091], [-0.143, -0.050, -0.170], [0.084, 0.162, 0.019], [-0.303, 0.072, -0.108], [0.309, 0.004, -0.015], [-0.252, -0.331, -0.499], [0.230, 0.519, 0.059], [0.069, -0.200, 0.095], [-0.126, -0.123, 0.475], [-0.432, -0.208, -0.442], [0.386, 0.242, 0.026], [-0.177, 0.031, -0.035], [0.008, 0.037, 0.077], [-0.146, 0.050, -0.022], [0.203, 0.146, 0.248], [0.229, 0.002, 0.134], [0.041, -0.332, -0.013], [-0.110, 0.095, -0.083], [-0.232, -0.171, -0.048], [-0.202, 0.099, 0.223], [-0.264, -0.506, -0.401], [0.230, 0.097, 0.596], [-0.182, -0.082, -0.264], [0.215, 0.511, -0.196], [0.048, -0.337, -0.239], [-0.015, 0.066, 0.452], [0.121, -0.101, -0.098], [0.052, 0.068, 0.029], [0.116, -0.083, -0.064], [0.064, 0.269, 0.230], [-0.092, 0.206, 0.149], [-0.182, -0.011, -0.122], [0.136, -0.136, 0.025], [-0.038, -0.016, -0.303]],
  "lowdin_charge": [-0.100, -0.238, -0.127, -0.152, 0.013, -0.005, -0.057, -0.194, -0.010, -0.032, -0.035, -0.111, 0.053, -0.186, -0.272, 0.921, -0.245, -0.215, 0.083, 0.087, 0.068, 0.132, 0.115, 0.109, 0.088, 0.088, 0.075, 0.082, 0.106, -0.075, -0.210, 0.023, -0.581, 0.127, -0.034, -0.034, 0.083, 0.060, 0.068, 0.123, 0.126, 0.102, 0.109, 0.076, -0.068, -0.218, 0.030, -0.583, 0.121, -0.007, -0.047, 0.082, 0.080, 0.076, 0.122, 0.124, 0.100, 0.103, 0.081, -0.069, -0.218, 0.032, -0.581, 0.114, 0.010, -0.030, 0.082, 0.079, 0.075, 0.122, 0.124, 0.072, 0.106, 0.092, -0.068, -0.216, 0.031, -0.582, 0.123, -0.018, -0.050, 0.082, 0.080, 0.076, 0.123, 0.125, 0.100, 0.101, 0.081]
}

No. 2
{
  "formula": "C29H44B2F4IrN6O8Si3",
  "method": "ωB97M-V/def2-TZVPD",
  "s2": 0.76,
  "total_charge": 2,
  "e_lumo_ev": [-9.647, -9.185],
  "energy_ha": -3483.37638,
  "homo_ev": [-13.82, -13.82],
  "spin_multiplicity": 2,
  "orbital_gap_ev": [4.17, 4.63],
  "symbols": ["Ir", "C", "C", "N", "O", "B", "F", "F", "O", "N", "C", "C", "C", "N", "O", "B", "F", "F", "O", "N", "C", "C", "C", "H", "H", "H", "H", "H", "H", "H", "H", "H", "H", "H", "H", "C", "Si", "C", "C", "C", "Si", "C", "C", "C", "Si", "C", "C", "C", "C", "C", "C", "C", "N", "H", "H", "H", "H", "H", "H", "H", "H", "H", "H", "H", "H", "H", "H", "H", "H", "H", "H", "H", "H", "H", "H", "H", "H", "H", "H", "H", "H", "O", "C", "O", "C", "C", "C", "C", "C", "C", "N", "O", "O", "H", "H", "H", "H"],
  "xyz": [[1.32773, -0.57057, -0.11026], [5.04113, -2.68877, -1.78156], [3.81643, -2.20637, -1.08566], [3.64633, -0.98367, -0.71426], [4.58753, -0.07927, -0.89586], [4.28673, 1.32703, -0.44406], [5.37293, 2.07203, -0.62886], [3.19113, 1.75333, -1.18076], [3.91393, 1.35123, 1.00084], [2.84233, 0.68523, 1.37844], [2.39193, 0.77283, 2.58014], [2.99683, 1.61173, 3.64994], [1.27193, -0.10657, 2.86924], [0.82313, -0.78827, 1.87164], [-0.06987, -1.78587, 2.05434], [0.66323, -3.12627, 1.90234], [-0.06337, -4.09567, 2.47534], [1.91843, -2.98907, 2.42464], [0.76013, -3.36327, 0.41604], [1.69403, -2.56787, -0.15526], [2.75393, -3.10977, -0.67076], [2.96313, -4.57607, -0.75526], [0.74963, -0.25377, 4.24894], [5.60153, -1.84257, -2.17316], [4.78803, -3.36367, -2.59586], [5.69333, -3.22027, -1.08976], [3.75573, 2.26333, 3.22534], [3.46543, 0.97093, 4.39684], [2.23233, 2.20893, 4.14384], [2.10453, -5.10987, -0.35776], [3.84913, -4.86127, -0.18756], [3.13643, -4.87807, -1.78676], [0.40083, 0.70833, 4.62484], [1.54543, -0.59367, 4.91204], [-0.05927, -0.98057, 4.26384], [-3.39907, -1.25237, 3.03534], [-3.44837, -1.97697, 1.25594], [-5.23947, -2.16347, 0.56464], [-3.01517, -3.81447, 1.57374], [-2.52867, -0.81147, 0.05714], [-2.79667, 1.06373, 0.22054], [-4.65637, 1.45483, 0.57204], [-1.79487, 1.76413, 1.68644], [-2.53107, 1.96663, -1.45476], [-1.91617, -1.62437, -1.56046], [-3.46907, -1.25597, -2.65386], [-1.62497, -3.50437, -1.55396], [-0.40847, -0.95127, -2.62206], [-0.67297, -0.89447, -3.99156], [0.27823, -0.43507, -4.88426], [1.50453, -0.03247, -4.39046], [1.73033, -0.15937, -3.03326], [0.80823, -0.61657, -2.18186], [-4.30927, -1.56037, 3.54044], [-3.35647, -0.17237, 3.05234], [-2.55377, -1.64427, 3.58714], [-5.79827, -2.81947, 1.22494], [-5.25347, -2.60037, -0.42666], [-5.74097, -1.20457, 0.53344], [-3.58377, -4.19627, 2.41564], [-1.96757, -3.88027, 1.82264], [-3.22727, -4.43357, 0.71254], [-4.97137, 1.02453, 1.51414], [-5.29587, 1.08023, -0.21766], [-4.79667, 2.52893, 0.62824], [-1.94047, 1.18903, 2.59374], [-2.11127, 2.78153, 1.90314], [-0.73227, 1.76323, 1.47534], [-3.43537, 1.95743, -2.05336], [-1.73137, 1.51423, -2.02906], [-2.26947, 3.00493, -1.27876], [-4.36617, -1.19067, -2.05096], [-3.61847, -2.06077, -3.36676], [-3.37647, -0.32347, -3.19776], [-2.56837, -4.04017, -1.58046], [-1.08027, -3.82957, -0.67396], [-1.05497, -3.81927, -2.42526], [-1.63807, -1.19267, -4.36086], [0.05993, -0.38667, -5.94096], [2.27403, 0.37233, -5.02626], [2.68623, 0.13783, -2.63616], [0.46953, 2.11303, -2.31186], [0.70553, 2.30193, -1.13766], [0.67643, 1.50843, -0.16146], [1.02623, 3.77093, -0.76186], [1.92913, 4.46423, -1.55226], [2.19783, 5.79763, -1.27236], [1.54583, 6.43853, -0.23276], [0.64553, 5.72133, 0.53914], [0.38293, 4.37673, 0.29374], [-0.07667, 6.35393, 1.64214], [0.16583, 7.50953, 1.85934], [-0.86117, 5.65663, 2.24304], [2.42343, 3.96673, -2.37066], [2.90473, 6.33323, -1.88646], [1.73113, 7.48193, -0.02196], [-0.32147, 3.86533, 0.92904]],
  "atomic_forces_ev_per_a": [[4.118, 3.595, -0.113], [0.210, 0.290, 0.081], [0.291, 0.568, -0.176], [-1.462, 0.468, 0.230], [-0.372, -0.980, -0.090], [-0.460, 0.681, -0.735], [0.457, -0.033, 0.192], [-0.061, -0.184, -0.104], [-0.774, -0.462, 0.679], [-0.748, -0.859, -0.758], [0.367, 0.402, -0.313], [0.282, 0.103, -0.247], [-0.456, -0.294, -0.049], [-0.514, -0.385, -0.855], [-0.171, 0.406, 0.348], [0.209, 0.027, 0.072], [-0.313, -0.159, -0.099], [0.540, 0.147, 0.119], [0.323, -0.237, -0.344], [-0.217, -0.053, 0.379], [-0.772, -0.226, 0.228], [-0.278, -0.146, 0.238], [-0.128, -0.366, -0.071], [-0.035, -0.018, 0.003], [-0.099, -0.059, 0.008], [0.029, -0.091, 0.074], [-0.030, 0.025, 0.055], [0.023, -0.028, 0.064], [-0.052, 0.017, -0.007], [0.060, 0.011, -0.043], [0.061, 0.046, 0.049], [-0.004, 0.051, -0.110], [-0.004, 0.070, -0.056], [0.058, -0.017, 0.018], [0.052, 0.097, 0.077], [-0.162, 0.225, -1.114], [-1.067, -1.569, 2.104], [0.552, 0.980, -0.193], [0.524, 1.095, -0.930], [-0.032, -0.732, -0.467], [-1.034, 2.371, -0.471], [0.799, -0.980, 0.170], [0.113, -0.734, -0.200], [0.263, -0.937, 0.884], [0.183, -0.918, -1.472], [0.396, 0.223, 0.742], [-0.194, 0.629, 0.497], [-1.231, 0.004, 0.222], [0.063, 0.077, 0.393], [0.215, 0.027, 0.014], [-0.287, -0.224, 0.209], [0.619, 0.149, -0.492], [0.501, -0.481, 1.041], [-0.175, -0.108, 0.052], [-0.102, 0.240, 0.156], [0.232, -0.172, -0.027], [0.227, -0.133, 0.313], [0.080, -0.108, -0.198], [-0.246, 0.165, -0.101], [-0.259, 0.286, 0.166], [0.166, -0.339, 0.071], [0.000, -0.233, -0.176], [-0.227, -0.070, 0.253], [-0.127, -0.108, -0.192], [0.295, 0.257, -0.042], [-0.151, -0.141, 0.143], [-0.219, 0.154, -0.224], [0.092, 0.081, -0.112], [-0.264, -0.097, 0.037], [0.216, 0.104, -0.243], [0.125, 0.191, 0.095], [-0.288, -0.002, 0.122], [0.150, -0.312, 0.012], [0.112, 0.243, 0.034], [-0.245, -0.018, 0.017], [0.001, -0.058, 0.033], [0.062, 0.210, -0.193], [-0.140, -0.037, -0.025], [-0.029, 0.028, -0.059], [0.115, 0.020, -0.019], [-0.059, 0.085, 0.101], [0.034, -0.928, -0.184], [0.256, 3.919, -2.174], [0.159, -3.892, 2.504], [-0.219, -1.354, 0.020], [0.050, 0.430, 0.098], [-0.066, -0.362, -0.183], [-0.160, 0.212, 0.335], [0.239, -0.640, -0.610], [0.155, 0.541, 0.204], [0.440, -0.028, -0.568], [-0.066, 0.570, 0.344], [-0.558, -0.190, 0.603], [0.003, -0.055, -0.085], [0.053, 0.111, 0.012], [-0.042, -0.003, 0.062], [0.026, -0.073, -0.050]],
  "mulliken_spin": [0.807, 0.009, -0.012, 0.085, 0.021, -0.015, 0.000, 0.010, 0.018, 0.060, -0.011, 0.006, 0.064, -0.157, 0.047, 0.005, -0.001, -0.003, -0.002, -0.119, 0.039, -0.002, 0.004, 0.000, 0.000, -0.001, 0.000, 0.000, 0.000, 0.000, 0.001, 0.000, 0.000, 0.001, 0.000, 0.001, 0.004, -0.002, 0.000, 0.014, 0.001, 0.000, 0.002, 0.003, 0.000, 0.008, 0.001, -0.017, -0.003, 0.003, -0.003, -0.010, 0.065, 0.000, 0.000, 0.000, 0.000, 0.000, 0.000, 0.000, 0.000, 0.000, 0.000, 0.000, 0.000, 0.000, 0.000, -0.002, 0.000, -0.001, 0.000, 0.000, 0.000, 0.000, 0.000, 0.002, 0.000, 0.000, 0.000, -0.001, 0.007, 0.012, -0.009, 0.072, -0.003, 0.002, -0.001, 0.001, 0.000, -0.002, 0.000, 0.000, 0.000, 0.000, 0.000, 0.000, 0.001]
}